Density functional theory data (wB97M-V/def2-TZVPD) for C13H16BrO9RhS2 as an isolated structure.

```
42
C13H16BrO9RhS2 wB97M-V/def2-TZVPD
Rh -0.3175 -0.8646 0.0242
O -2.0906 3.1012 1.3206
C -1.2725 2.5305 0.3996
O -0.0853 2.4654 0.5409
C -2.0488 2.1183 -0.8504
O -2.3565 0.7605 -0.9134
C -3.4069 0.3531 -0.0401
C -2.9932 0.2583 1.4268
O -3.8695 0.4546 2.2733
O -1.7723 -0.0422 1.6411
H -1.5608 3.1596 2.1316
H -1.4084 2.3366 -1.7037
H -2.9727 2.7076 -0.8941
H -3.6568 -0.6560 -0.3666
H -4.2721 1.0137 -0.1450
O -1.2270 -2.7418 -2.4706
S -1.2811 -3.3020 -1.1260
O -2.0263 -2.3659 -0.2057
O -1.7711 -4.6643 -1.0567
S 0.6081 -3.1612 -0.2908
C 2.4336 -0.6525 -2.5216
C 0.9736 -0.2457 -2.6695
C 0.8207 0.9011 -3.6626
O 0.4494 0.1812 -1.4449
H 2.8560 -0.9557 -3.4851
H 2.5188 -1.4868 -1.8226
H 3.0125 0.1940 -2.1343
H 0.4080 -1.1071 -3.0421
H 1.3952 1.7692 -3.3229
H -0.2301 1.1901 -3.7361
H 1.1748 0.6102 -4.6579
Br 4.1148 0.1411 5.2099
C 2.8762 -0.1804 3.7789
C 1.6447 -0.7434 4.0679
C 0.7499 -0.9619 3.0223
C 1.0719 -0.6422 1.7059
C 2.3233 -0.0763 1.4612
C 3.2359 0.1634 2.4883
H 1.3818 -0.9954 5.0880
H -0.2275 -1.3736 3.2485
H 2.5967 0.1983 0.4470
H 4.2012 0.6112 2.2869
```

Properties
- Multiplicity: 5
- Expectation value of S²: 6.01
- Total charge: -2
- Energy above the lowest of the compared OMol25 structures with the same formula, charge and spin: 0.000 eV

Density functional theory data (wB97M-V/def2-TZVPD) for C37H34F6N2O10S4TeV as an isolated structure.

```
95
C37H34F6N2O10S4TeV wB97M-V/def2-TZVPD
V -1.6771 -0.0286 -0.7127
O -3.5130 1.7571 2.9945
C -3.8161 0.7184 2.1810
O -4.4178 0.8580 1.1538
C -3.3122 -0.6094 2.7389
O -2.0949 -1.0094 2.1641
C -0.9602 -0.3254 2.6783
C -0.7265 1.0519 2.0448
O -0.0028 1.8491 2.6349
O -1.2944 1.2518 0.9127
H -3.7019 2.5570 2.4821
H -4.0534 -1.3703 2.4979
H -3.2115 -0.5201 3.8267
H -0.0975 -0.9545 2.4473
H -1.0229 -0.2186 3.7654
F -3.7241 -4.4053 -1.1734
C -3.5689 -3.6254 -2.2446
F -4.7281 -3.6446 -2.9223
F -2.6353 -4.1593 -3.0380
S -3.1346 -1.8426 -1.7780
O -3.3108 -1.7716 -0.3398
O -3.9486 -1.1500 -2.7220
N -1.5565 -1.7696 -2.1013
S -0.5540 -2.5795 -1.1212
O -0.9745 -3.8870 -0.7485
O -0.1182 -1.6511 -0.1036
C 0.8537 -2.8259 -2.2972
F 1.9225 -3.2115 -1.6177
F 0.5327 -3.7755 -3.1742
F 1.1458 -1.7148 -2.9715
C -6.8327 7.3513 -2.6034
C -7.1478 7.6145 -4.0555
O -7.7672 8.5905 -4.4089
S -6.6326 6.4638 -5.3136
C -5.6981 5.2225 -4.4625
C -4.3341 5.3966 -4.2402
C -3.6098 4.4376 -3.5577
C -4.2185 3.2615 -3.0853
C -5.5904 3.0927 -3.3424
C -6.3161 4.0555 -4.0177
C -3.4815 2.2790 -2.3776
C -2.8574 1.4379 -1.7450
H -6.3424 8.2387 -2.2034
H -6.2162 6.4754 -2.4333
H -7.7845 7.2353 -2.0835
H -3.8461 6.2955 -4.5976
H -2.5518 4.5780 -3.3778
H -6.0681 2.1866 -2.9947
H -7.3748 3.9114 -4.1965
C 6.7884 -5.8026 6.0696
C 5.7014 -5.4758 5.0791
C 5.9460 -4.6801 3.9700
C 4.9430 -4.3482 3.0621
C 5.3076 -3.4764 1.8941
C 3.6237 -4.8104 3.2454
Te 2.0645 -4.2233 1.9151
C 3.3809 -5.6407 4.3591
C 2.0186 -6.2143 4.6471
C 4.4079 -5.9492 5.2467
H 7.7682 -5.5165 5.6825
H 6.8186 -6.8717 6.2955
H 6.6424 -5.2764 7.0175
H 6.9520 -4.3036 3.7998
H 6.3917 -3.3528 1.8247
H 4.8399 -2.4916 1.9878
H 4.9190 -3.9024 0.9662
H 1.4190 -6.2695 3.7408
H 1.4698 -5.5788 5.3487
H 2.1083 -7.2089 5.0925
H 4.1839 -6.5909 6.0966
N 0.0827 0.7793 -1.4751
S 1.2163 1.0958 -0.4040
C 2.7385 0.3841 -0.9945
C 3.3520 0.7926 -2.1731
C 4.4584 0.0968 -2.6291
C 4.9357 -1.0001 -1.9169
C 4.3097 -1.4077 -0.7493
C 3.2026 -0.7127 -0.2799
C 1.5506 2.8539 -0.5461
C 2.7915 3.4086 -0.2737
C 2.9401 4.7871 -0.3271
C 1.8534 5.5930 -0.6387
C 0.6128 5.0232 -0.8903
C 0.4499 3.6463 -0.8406
H 0.3880 0.8698 -2.4383
H 2.9696 1.6455 -2.7215
H 4.9450 0.4020 -3.5473
H 5.7925 -1.5487 -2.2881
H 4.6482 -2.2813 -0.2085
H 2.6792 -1.0639 0.6043
H 3.6330 2.7748 -0.0249
H 3.9070 5.2297 -0.1230
H 1.9732 6.6688 -0.6780
H -0.2405 5.6499 -1.1168
H -0.5127 3.1794 -1.0202
```

Properties
- Multiplicity: 2
- Expectation value of S²: 0.76
- Total charge: -2
- Energy above the lowest of the compared OMol25 structures with the same formula, charge and spin: 0.076 eV

Density functional theory data (wB97M-V/def2-TZVPD) for C36H47N7O3S3W as an isolated structure.

```
97
C36H47N7O3S3W wB97M-V/def2-TZVPD
W 0.9512 0.5744 -0.8250
C 0.0435 2.2644 -4.9378
C 0.0439 1.7351 -3.5466
N 1.1106 1.4282 -2.8686
O 2.2768 1.6699 -3.5682
C -1.1513 1.5283 -2.7795
C -2.5541 1.7174 -3.2397
N -0.8415 1.1673 -1.5660
O -1.6106 0.8812 -0.5850
H 0.9293 2.8665 -5.1223
H -0.8483 2.8614 -5.1151
H 0.0478 1.4407 -5.6556
H 2.9242 1.7958 -2.8632
H -2.7002 1.2845 -4.2290
H -2.8151 2.7769 -3.3008
H -3.2347 1.2434 -2.5343
O 2.9541 1.0146 -1.0752
N 3.9896 0.2382 -1.4624
C 5.2091 0.8307 -1.5529
C 6.2725 0.0784 -1.9425
C 6.0766 -1.2833 -2.2401
C 4.8312 -1.8435 -2.1440
C 3.7450 -1.0461 -1.7416
S 2.1246 -1.5093 -1.5467
H 5.2371 1.8819 -1.3055
H 7.2461 0.5381 -2.0214
H 6.9164 -1.8885 -2.5529
H 4.6516 -2.8829 -2.3756
C -2.2454 -2.0908 4.9682
C -0.7100 -2.0111 4.9513
C -0.2410 -1.1995 6.1581
C -0.1150 -3.4249 5.0378
C -0.2803 -1.3757 3.6419
C 0.3797 -0.1611 3.5573
C 0.7206 0.3558 2.3238
N 0.4795 -0.2629 1.1616
C -0.2244 -1.4256 1.2257
C -0.5898 -1.9910 2.4240
C -0.6568 -1.9760 -0.0691
C -1.3965 -3.1316 -0.2097
C -1.8449 -3.5478 -1.4648
C -1.5041 -2.7411 -2.5455
C -0.7464 -1.6069 -2.3427
N -0.3313 -1.2244 -1.1329
C -2.6674 -4.8192 -1.5966
C -3.0279 -5.1178 -3.0509
C -1.8552 -5.9952 -1.0328
C -3.9622 -4.6464 -0.7863
H -2.5728 -2.5384 5.9068
H -2.6325 -2.7073 4.1556
H -2.6932 -1.0990 4.8895
H -0.5508 -1.7054 7.0719
H -0.6819 -0.2011 6.1735
H 0.8463 -1.1057 6.1880
H -0.4169 -3.8863 5.9782
H 0.9755 -3.3984 5.0094
H -0.4642 -4.0694 4.2298
H 0.6221 0.4143 4.4378
H 1.2017 1.3127 2.2641
H -1.1534 -2.9109 2.4262
H -1.6409 -3.7193 0.6615
H -1.8056 -2.9890 -3.5517
H -0.4361 -0.9857 -3.1721
H -2.1405 -5.2613 -3.6704
H -3.6405 -4.3280 -3.4898
H -3.6075 -6.0393 -3.0937
H -0.9183 -6.1262 -1.5766
H -2.4337 -6.9139 -1.1311
H -1.6231 -5.8657 0.0253
H -4.5537 -3.8089 -1.1596
H -3.7631 -4.4797 0.2733
H -4.5651 -5.5508 -0.8701
N 3.2488 1.7840 1.5161
C 2.5592 2.7803 0.8987
N 1.5603 2.6239 0.0519
C 1.1018 3.9056 -0.3603
C 0.0279 4.1884 -1.1970
C -0.2807 5.5045 -1.4862
C 0.4527 6.5611 -0.9471
C 1.5050 6.3049 -0.0937
C 1.8082 4.9779 0.1843
S 3.0424 4.3996 1.2556
H 3.3251 0.8966 1.0477
H 4.0449 2.0472 2.0752
H -0.5869 3.3991 -1.5842
H -1.1202 5.7184 -2.1347
H 0.1888 7.5819 -1.1858
H 2.0741 7.1104 0.3504
C -2.7471 3.6277 1.0590
S -1.3248 2.7907 1.7734
C -0.6482 4.1546 2.7381
H -3.4302 3.9674 1.8354
H -3.2557 2.9033 0.4253
H -2.4254 4.4763 0.4542
H -0.4214 5.0064 2.0951
H 0.2765 3.8140 3.2073
H -1.3335 4.4681 3.5244
```

Properties
- Total charge: +2
- Energy above the lowest of the compared OMol25 structures with the same formula, charge and spin: 0.690 eV

Density functional theory data (wB97M-V/def2-TZVPD) for CHF3OZn as an isolated structure.

```
7
CHF3OZn wB97M-V/def2-TZVPD
O 0.4022 2.2857 4.4165
Zn 2.0319 2.0666 5.1134
H -0.5470 1.0977 4.1066
C -0.9747 -0.0439 4.0043
F -1.0788 -0.5836 5.2196
F -2.1552 -0.1402 3.3940
F -0.0812 -0.7545 3.3141
```

Properties
- Multiplicity: 2
- Energy: -2192.40033 Eh
- Expectation value of S²: 0.77
- Total charge: +1

Density functional theory data (wB97M-V/def2-TZVPD) for C33H26BF4HgN2O2SSb as an isolated structure.

```
71
C33H26BF4HgN2O2SSb wB97M-V/def2-TZVPD
Hg -1.7550 -0.9243 -2.6837
O 1.4035 0.6659 1.6648
C 0.3672 0.0401 1.4729
N -0.4204 -0.4395 2.4819
C -1.6424 -0.9951 1.9503
C -1.2883 -0.9493 0.4406
O -2.0491 -1.4760 -0.3904
N -0.1436 -0.3260 0.2464
C -1.8661 -2.4408 2.3504
C -3.1338 -3.0032 2.2443
C -3.3347 -4.3328 2.5780
C -2.2760 -5.1121 3.0206
C -1.0057 -4.5620 3.1005
C -0.8012 -3.2334 2.7624
C -2.8137 -0.0865 2.2931
C -3.1328 0.0809 3.6396
C -4.1219 0.9691 4.0247
C -4.8179 1.6907 3.0634
C -4.5230 1.5070 1.7229
C -3.5200 0.6289 1.3355
H -0.3422 -0.0959 3.4230
H -3.9562 -2.3974 1.8882
H -4.3250 -4.7613 2.4921
H -2.4445 -6.1465 3.2925
H -0.1715 -5.1703 3.4268
H 0.1890 -2.8003 2.8033
H -2.6073 -0.5009 4.3892
H -4.3517 1.0965 5.0751
H -5.5896 2.3883 3.3624
H -5.0729 2.0398 0.9590
H -3.3200 0.4958 0.2816
S -0.0181 -0.5030 -4.1253
Sb 2.1152 0.7361 -2.3600
C 4.0640 1.6958 -2.5136
C 4.1559 2.9483 -3.1160
C 5.3917 3.5289 -3.3558
C 6.5555 2.8595 -3.0021
C 6.4724 1.5969 -2.4343
C 5.2350 1.0113 -2.2059
C 2.7075 -1.1731 -1.4236
C 3.4926 -1.2885 -0.2837
C 3.6496 -2.5278 0.3229
C 3.0596 -3.6584 -0.2220
C 2.3306 -3.5511 -1.3957
C 2.1532 -2.3095 -1.9931
C 1.0130 2.4521 -1.5651
C -0.3649 2.4767 -1.6738
C -1.1017 3.4692 -1.0419
C -0.4492 4.4487 -0.3092
C 0.9385 4.4543 -0.2483
C 1.6730 3.4619 -0.8808
H 3.2494 3.4698 -3.4036
H 5.4512 4.5050 -3.8209
H 7.5219 3.3165 -3.1742
H 7.3781 1.0655 -2.1692
H 5.1787 0.0170 -1.7814
H 3.9420 -0.4146 0.1629
H 4.2229 -2.5982 1.2400
H 3.1757 -4.6175 0.2669
H 1.8775 -4.4259 -1.8444
H 1.5655 -2.2296 -2.8998
H -0.8885 1.7154 -2.2414
H -2.1803 3.4638 -1.1275
H -1.0109 5.2152 0.2098
H 1.4558 5.2300 0.3038
H 2.7522 3.4560 -0.8030
F -3.6306 0.9346 -3.0325
B -4.8198 0.1846 -2.7606
F -5.2881 0.5232 -1.5003
F -5.7677 0.3936 -3.7390
F -4.3911 -1.1822 -2.7697
```

Properties
- Multiplicity: 2
- Expectation value of S²: 0.76
- Total charge: -1
- Energy above the lowest of the compared OMol25 structures with the same formula, charge and spin: 1.379 eV

Density functional theory data (wB97M-V/def2-TZVPD) for one molecule with the formula C10H21N3O4.

```
38
C10H21N3O4 wB97M-V/def2-TZVPD
C 0.1037 -0.6968 -3.3390
C 0.1872 0.2518 -2.1023
C -1.3435 -0.9279 -3.8735
C -1.3533 -1.2977 -5.3304
C 0.9046 0.4840 0.2215
C 1.7183 -0.3081 1.2524
C -0.3873 0.9299 0.9689
C -0.1364 1.6993 2.2938
C -0.0044 0.8524 3.6001
C 0.0078 1.8243 4.8068
H 1.8956 -1.6878 -3.0852
H 0.6388 -2.6847 -2.6448
H 0.6203 -0.1289 -4.0862
H -1.8566 0.0523 -3.7711
H -1.5420 -2.6706 -3.1696
H -0.7794 -0.5578 -5.9259
H -2.3524 -1.4519 -5.6976
H -0.7970 -2.2073 -5.4073
H 1.1419 -1.1916 -1.0648
H 1.5049 1.3707 -0.0842
H -0.9691 1.6152 0.3048
H -1.0360 0.0246 1.1088
H 0.6237 2.4839 2.1965
H -1.0654 2.2084 2.4385
H 0.8922 0.1992 3.7052
H -0.8424 0.1530 3.6405
H 0.8417 2.5131 4.6898
H -0.9268 2.3932 4.8772
H 1.0658 0.8150 6.2026
H -0.5582 0.5267 6.2842
H 0.5331 -1.7236 0.9199
N 0.9087 -1.9196 -3.2092
N 0.5862 -0.3238 -0.9577
N 0.1514 1.2531 6.1406
O -0.2095 1.4137 -2.1662
O -2.0849 -1.8807 -3.1219
O 2.6740 0.1315 1.8332
O 1.2448 -1.5369 1.5518
```

Properties
- Energy above the lowest of the compared OMol25 structures with the same formula, charge and spin: 0.984 eV

Density functional theory data (wB97M-V/def2-TZVPD) for a 2-piece molecular cluster, C3H6N2S2 overall.

```
13
C3H6N2S2 wB97M-V/def2-TZVPD
C -1.2189 -0.7413 1.9984
C -0.7187 -1.7396 2.4721
C -0.0100 1.0363 -1.3914
N 2.1474 -0.7594 0.1137
N 2.1261 0.4462 0.3594
S 1.4286 -1.6768 -1.0259
S 1.4035 1.7070 -0.3490
H -1.6528 0.0081 1.4818
H -0.3439 -2.6565 2.7044
H 0.2836 1.0655 -2.4561
H -0.8533 1.5619 -1.1628
H -0.1537 0.0677 -1.0748
H 2.8576 -1.2414 0.6381
```

Properties
- Energy above the lowest of the compared OMol25 structures with the same formula, charge and spin: 5.378 eV

Density functional theory data (wB97M-V/def2-TZVPD) for C13H21Br9NP as an isolated structure.

```
45
C13H21Br9NP wB97M-V/def2-TZVPD
Br -2.1944 -1.2426 1.6433
P -3.1192 -0.7281 -0.3555
C -4.8732 -1.0773 0.0433
C -5.8221 -0.0938 -0.0974
C -7.1244 -0.3857 0.2344
C -7.4147 -1.6470 0.6904
N -6.5294 -2.6233 0.8394
C -5.2891 -2.3133 0.5162
H -2.7445 -1.7381 -1.2571
H -5.5348 0.8841 -0.4426
H -7.8910 0.3609 0.1558
H -8.4318 -1.8669 0.9671
H -4.5452 -3.0807 0.6522
Br -0.8836 0.0582 -0.8829
C 1.0939 -0.1219 -0.9187
C 1.6821 0.4972 -2.1553
Br 1.4065 -0.6284 -3.7196
H 1.3173 -1.1790 -0.8271
H 1.4419 0.3980 -0.0279
H 2.7612 0.5944 -2.0565
H 1.2529 1.4667 -2.3863
Br 3.5855 -1.6604 1.1834
C 3.3996 -1.0854 3.0305
C 2.3242 -0.0431 3.1738
Br 2.9157 1.6975 2.5250
H 4.3750 -0.7371 3.3511
H 3.1324 -1.9789 3.5890
H 2.0785 0.1062 4.2237
H 1.4222 -0.2897 2.6231
Br 4.4327 4.2230 8.0717
C 4.1915 3.2918 6.3811
C 2.7661 2.8588 6.1796
Br 2.3259 1.2984 7.2591
H 4.8861 2.4591 6.3796
H 4.4798 4.0068 5.6145
H 2.6105 2.5426 5.1526
H 2.0510 3.6319 6.4377
Br 3.3238 -0.2305 -7.3919
C 1.9422 -0.7445 -8.6590
C 0.5648 -0.6150 -8.0670
Br 0.1705 -2.0629 -6.8316
H 2.1670 -1.7569 -8.9754
H 2.0570 -0.0663 -9.5010
H -0.1896 -0.6891 -8.8467
H 0.4288 0.3104 -7.5180
```

Properties
- Energy: -24070.15442 Eh

Density functional theory data (wB97M-V/def2-TZVPD) for C15H30AlBrFO2 as an isolated structure.

```
50
C15H30AlBrFO2 wB97M-V/def2-TZVPD
C -1.7644 -3.4422 5.5945
C -1.1899 -2.7409 4.2280
C -2.2965 -1.7291 3.4877
C -1.4999 -1.0253 2.2370
C -1.3819 0.6283 2.3630
C 0.1843 1.1239 2.5056
C 0.7173 2.0665 1.2747
C 0.5755 1.3422 -0.2258
C -0.6975 1.8028 -1.1535
C -1.7838 0.6190 -1.4790
C -3.1312 1.3918 -2.0989
Br -1.2129 -0.6914 -2.8832
C 1.0039 -0.2399 -0.1409
O 1.8091 -0.7299 -1.3086
Al 2.1092 0.8218 -2.3393
C 3.8449 1.0229 -3.4158
C 3.8452 0.2119 -4.8597
C 2.3632 -0.4137 -5.2596
F 4.9066 -0.8535 -4.7268
O 1.7155 2.0130 -0.9354
H -1.6038 -4.6171 5.6237
H -2.9375 -3.2390 5.6610
H -1.2354 -3.0229 6.5737
H -0.2726 -2.0333 4.4997
H -0.8885 -3.5990 3.4661
H -3.2451 -2.3284 3.0867
H -2.6842 -0.9535 4.2782
H -0.4038 -1.4341 2.2073
H -2.0096 -1.2616 1.2101
H -1.9258 0.8964 3.3906
H -1.9590 1.1182 1.4658
H 0.2256 1.8031 3.4866
H 0.9177 0.2136 2.7472
H 0.2668 3.1459 1.2400
H 1.8904 2.1995 1.4424
H -1.2853 2.6261 -0.5197
H -0.4083 2.3254 -2.1652
H -2.1699 0.0508 -0.5252
H -3.1105 2.5467 -1.8177
H -4.1370 0.9325 -1.7076
H -3.0249 1.3621 -3.2824
H 0.1555 -1.0554 -0.0234
H 1.8447 -0.2587 0.7032
H 0.9825 1.2112 -3.4268
H 4.8148 0.7468 -2.7771
H 3.9246 2.1779 -3.7065
H 4.1347 0.9298 -5.7683
H 1.5543 0.4537 -5.3940
H 2.4873 -0.8829 -6.3487
H 1.9856 -1.2317 -4.4838
```

Properties
- Energy: -3656.18581 Eh
- Total charge: -1